No. 1
A 3-piece molecular cluster, C4H11NO2 overall. Source: the Open Molecules 2025 dataset; level of theory: ωB97M-V with the def2-TZVPD basis set.

Each line ends with the Löwdin charge.
Cartesian coordinates (Å):
C (-2.034, 1.079, -1.297)  -0.031
N (-1.556, -0.045, -1.001)  -0.021
C (-0.388, -0.052, -0.223)  -0.213
C (0.826, 0.214, -0.684)  -0.175
C (2.092, 0.010, 0.060)  -0.127
H (-1.681, 1.926, -0.703)  0.058
H (-2.879, 1.192, -1.968)  0.070
H (-0.535, -0.282, 0.831)  0.116
H (0.900, 0.186, -1.761)  0.101
H (2.877, 0.773, -0.001)  0.067
H (2.610, -0.892, -0.281)  0.072
H (1.923, -0.097, 1.139)  0.072
O (0.433, -5.401, 1.338)  -0.064
H (-0.325, -5.236, 0.773)  0.029
H (1.180, -5.610, 0.762)  0.035
O (-1.289, 3.979, 0.639)  -0.066
H (-1.707, 4.511, 1.326)  0.037
H (-0.446, 3.744, 1.050)  0.040

## Properties
highest occupied orbital energy = -8.648 eV
E_LUMO = 0.7136 eV
SMILES string = C=N/C=C/C.O.O

***

No. 2
A 3-piece molecular cluster, C4H9ClFP overall. Source: the Open Molecules 2025 dataset; level of theory: ωB97M-V with the def2-TZVPD basis set.

Each line ends with the Löwdin charge.
Cartesian coordinates (Å):
C (0.553, 3.233, 0.066)  0.009
C (1.381, 2.505, 0.786)  -0.252
F (2.083, 3.143, 1.724)  0.008
H (0.425, 4.319, 0.270)  0.080
H (-0.055, 2.825, -0.720)  0.016
H (1.437, 1.426, 0.634)  0.089
C (-2.492, -1.937, 0.071)  -0.320
P (-0.966, -1.365, -0.328)  0.813
C (0.242, -2.585, 0.281)  -0.389
H (-3.476, -1.667, 0.035)  -0.042
H (-2.385, -2.853, 0.556)  -0.047
H (-0.125, -3.572, 0.552)  0.030
H (0.918, -2.204, 1.065)  0.034
H (0.851, -2.706, -0.614)  0.009
Cl (0.659, 0.913, -2.773)  0.287
H (0.949, 0.524, -1.604)  -0.324

## Properties
highest occupied orbital energy = -9.649 eV
E_LUMO = 0.2317 eV
SMILES string = C=CF.C=PC.Cl

***

No. 3
C42H28Cl5OP2PdS as an isolated structure. Source: the Open Molecules 2025 dataset; level of theory: ωB97M-V with the def2-TZVPD basis set.

Each line ends with the Löwdin charge.
Cartesian coordinates (Å):
Pd (0.544, -0.804, 1.082)  0.135
O (3.878, -0.575, -1.468)  -0.530
S (2.484, -0.565, -0.902)  0.865
C (1.491, -1.401, -2.177)  -0.393
C (2.238, -2.089, -3.123)  -0.104
C (1.601, -2.869, -4.073)  -0.076
C (0.215, -2.952, -4.086)  -0.078
C (-0.526, -2.238, -3.155)  -0.090
C (0.097, -1.465, -2.172)  -0.332
P (-0.878, -0.494, -0.941)  1.024
C (-2.022, -1.728, -0.184)  -0.396
C (-3.032, -1.206, 0.633)  -0.148
C (-3.947, -2.035, 1.261)  -0.104
C (-3.856, -3.414, 1.105)  -0.101
C (-2.843, -3.944, 0.319)  -0.084
C (-1.937, -3.108, -0.324)  -0.095
C (-2.099, 0.245, -2.153)  -0.335
C (-3.392, -0.210, -2.424)  -0.091
C (-4.215, 0.472, -3.319)  -0.093
C (-3.763, 1.621, -3.954)  -0.108
C (-2.479, 2.084, -3.695)  -0.093
C (-1.663, 1.407, -2.799)  -0.094
C (1.974, 1.144, -1.292)  -0.387
C (2.245, 1.566, -2.589)  -0.084
C (2.101, 2.897, -2.935)  -0.083
C (1.727, 3.818, -1.963)  -0.083
C (1.471, 3.393, -0.668)  -0.080
C (1.572, 2.045, -0.304)  -0.350
P (1.016, 1.422, 1.362)  0.955
C (-0.163, 2.774, 1.790)  -0.352
C (0.143, 3.864, 2.602)  -0.093
C (-0.791, 4.874, 2.811)  -0.093
C (-2.039, 4.810, 2.208)  -0.103
C (-2.358, 3.722, 1.402)  -0.083
C (-1.430, 2.711, 1.204)  -0.097
C (2.427, 1.824, 2.452)  -0.371
C (2.268, 1.539, 3.813)  -0.111
C (3.312, 1.743, 4.702)  -0.090
C (4.541, 2.206, 4.239)  -0.105
C (4.713, 2.468, 2.890)  -0.090
C (3.658, 2.284, 1.999)  -0.077
H (3.318, -2.001, -3.086)  0.101
H (2.186, -3.418, -4.801)  0.101
H (-0.289, -3.572, -4.818)  0.099
H (-1.610, -2.270, -3.188)  0.104
H (-3.099, -0.132, 0.776)  0.098
H (-4.717, -1.608, 1.894)  0.100
H (-4.553, -4.070, 1.613)  0.097
H (-2.744, -5.019, 0.216)  0.105
H (-1.135, -3.544, -0.907)  0.104
H (-3.761, -1.108, -1.945)  0.098
H (-5.214, 0.100, -3.516)  0.097
H (-4.407, 2.154, -4.646)  0.094
H (-2.119, 2.984, -4.182)  0.098
H (-0.665, 1.784, -2.589)  0.087
H (2.581, 0.837, -3.320)  0.114
H (2.291, 3.217, -3.954)  0.102
H (1.630, 4.868, -2.215)  0.099
H (1.171, 4.123, 0.073)  0.102
H (1.117, 3.926, 3.074)  0.100
H (-0.538, 5.718, 3.444)  0.097
H (-2.759, 5.605, 2.362)  0.095
H (-3.333, 3.659, 0.931)  0.101
H (-1.668, 1.865, 0.570)  0.065
H (1.324, 1.133, 4.159)  0.105
H (3.179, 1.518, 5.755)  0.098
H (5.365, 2.348, 4.930)  0.095
H (5.674, 2.813, 2.525)  0.098
H (3.796, 2.492, 0.943)  0.102
Cl (-0.962, -2.012, 3.314)  0.631
C (-0.060, -3.291, 2.539)  -0.720
C (0.870, -2.910, 1.558)  -0.260
C (1.606, -3.982, 1.067)  -0.693
Cl (2.924, -3.674, -0.039)  0.669
C (1.380, -5.319, 1.413)  -0.715
Cl (2.300, -6.601, 0.691)  0.624
C (0.398, -5.632, 2.344)  -0.723
Cl (0.083, -7.279, 2.776)  0.627
C (-0.317, -4.594, 2.937)  -0.725
Cl (-1.525, -4.944, 4.130)  0.628

## Properties
highest occupied orbital energy = -3.530 eV
E_LUMO = 2.4522 eV
charge = -1

***

No. 4
A 13-piece molecular cluster, C48H66F12N2O41S4 overall. Source: the Open Molecules 2025 dataset; level of theory: ωB97M-V with the def2-TZVPD basis set.

Each line ends with the Löwdin charge.
Cartesian coordinates (Å):
C (26.426, -17.520, -2.346)  -0.597
F (27.193, -16.541, -2.008)  0.178
F (25.891, -17.173, -3.562)  0.101
F (27.097, -18.678, -2.434)  0.168
S (24.798, -17.533, -1.171)  0.787
O (24.111, -18.760, -1.623)  -0.297
O (25.234, -17.495, 0.260)  -0.305
N (23.841, -16.159, -1.809)  -0.205
S (24.261, -15.034, -0.859)  0.641
O (25.679, -15.030, -0.388)  -0.151
O (23.900, -13.754, -1.522)  -0.166
C (22.999, -15.154, 0.722)  -0.523
F (21.737, -14.901, 0.398)  0.163
F (23.034, -16.431, 1.306)  0.077
F (23.452, -14.316, 1.665)  0.130
C (17.350, -9.075, -1.928)  -0.687
F (17.072, -8.901, -0.661)  0.173
F (17.292, -10.313, -2.356)  0.163
F (16.655, -8.255, -2.650)  0.188
S (19.210, -8.558, -2.248)  0.741
O (19.408, -8.665, -3.707)  -0.316
O (19.300, -7.153, -1.786)  -0.324
N (20.065, -9.761, -1.273)  -0.279
S (21.300, -8.989, -0.818)  0.545
O (22.092, -8.288, -1.839)  -0.334
O (21.089, -8.289, 0.468)  -0.347
C (22.620, -10.443, -0.317)  -0.605
F (23.920, -9.994, -0.366)  0.092
F (22.427, -10.867, 0.916)  0.129
F (22.441, -11.474, -1.107)  0.130
C (27.032, -8.747, -1.589)  -0.015
C (27.302, -7.594, -0.668)  -0.329
C (26.079, -7.120, 0.089)  -0.141
O (26.523, -7.004, 1.368)  0.101
C (27.724, -7.479, 1.542)  -0.553
O (28.317, -7.680, 2.569)  0.158
O (28.208, -7.968, 0.361)  0.097
H (26.366, -8.410, -2.384)  0.085
H (26.580, -9.568, -1.033)  0.089
H (27.970, -9.043, -2.059)  0.091
H (27.662, -6.739, -1.240)  0.154
H (25.188, -7.748, 0.095)  0.123
H (25.656, -6.186, -0.279)  0.133
C (19.613, -11.425, 3.508)  -0.030
C (18.872, -11.276, 2.237)  -0.306
C (19.004, -12.364, 1.156)  -0.086
O (17.728, -12.873, 0.907)  0.083
C (16.820, -12.233, 1.613)  -0.466
O (15.578, -12.428, 1.587)  0.086
O (17.473, -11.404, 2.546)  0.059
H (19.370, -12.225, 4.208)  0.096
H (19.390, -10.640, 4.230)  0.086
H (20.687, -11.389, 3.329)  0.090
H (19.122, -10.281, 1.869)  0.130
H (19.553, -13.264, 1.435)  0.139
H (19.475, -12.011, 0.238)  0.097
C (24.053, -5.374, -3.676)  0.007
C (23.057, -6.199, -4.631)  -0.280
C (21.550, -6.014, -4.378)  -0.098
O (21.054, -5.633, -5.628)  0.081
C (21.991, -5.685, -6.581)  -0.456
O (21.781, -5.572, -7.841)  0.092
O (23.201, -5.800, -5.978)  0.069
H (24.038, -5.655, -2.623)  0.060
H (23.822, -4.309, -3.706)  0.082
H (25.108, -5.556, -3.882)  0.069
H (23.265, -7.264, -4.522)  0.111
H (21.438, -5.362, -3.512)  0.137
H (21.042, -6.945, -4.123)  0.094
C (23.639, -10.567, -4.458)  0.019
C (23.400, -10.195, -5.958)  -0.362
C (24.035, -8.934, -6.414)  -0.077
O (24.987, -9.271, -7.451)  0.101
C (24.831, -10.590, -7.672)  -0.475
O (25.418, -11.285, -8.527)  0.102
O (24.047, -11.105, -6.689)  0.084
H (23.605, -11.647, -4.312)  0.085
H (22.999, -10.002, -3.779)  0.065
H (24.675, -10.374, -4.182)  0.082
H (22.344, -10.314, -6.202)  0.147
H (24.507, -8.318, -5.649)  0.124
H (23.257, -8.337, -6.890)  0.132
C (12.495, -8.797, -1.697)  -0.002
C (12.661, -8.587, -3.219)  -0.326
C (13.263, -7.256, -3.437)  -0.126
O (14.357, -7.503, -4.259)  0.079
C (14.407, -8.775, -4.597)  -0.511
O (15.302, -9.253, -5.301)  0.126
O (13.583, -9.487, -3.768)  0.079
H (13.427, -8.819, -1.131)  0.091
H (11.929, -9.688, -1.427)  0.071
H (11.960, -7.916, -1.343)  0.092
H (11.695, -8.581, -3.725)  0.160
H (13.666, -6.774, -2.546)  0.132
H (12.554, -6.590, -3.928)  0.146
C (19.042, -5.441, 1.003)  0.027
C (17.921, -6.550, 1.387)  -0.294
C (18.182, -7.085, 2.736)  -0.134
O (16.898, -7.228, 3.271)  0.102
C (16.083, -6.368, 2.713)  -0.498
O (14.974, -6.114, 3.192)  0.120
O (16.706, -5.875, 1.573)  0.059
H (19.995, -5.911, 0.758)  0.062
H (19.074, -4.566, 1.653)  0.089
H (18.673, -4.922, 0.119)  0.044
H (17.930, -7.439, 0.756)  0.126
H (18.842, -6.623, 3.470)  0.128
H (18.599, -8.061, 2.487)  0.120
C (18.785, -11.794, -4.918)  -0.019
C (19.756, -12.070, -3.812)  -0.314
C (19.221, -12.785, -2.594)  -0.141
O (20.031, -13.863, -2.450)  0.104
C (20.873, -13.971, -3.475)  -0.581
O (21.600, -14.885, -3.542)  0.177
O (20.724, -12.959, -4.349)  0.118
H (18.190, -10.920, -4.655)  0.066
H (17.992, -12.490, -5.190)  0.099
H (19.344, -11.634, -5.840)  0.083
H (20.098, -11.084, -3.501)  0.113
H (18.183, -13.028, -2.820)  0.128
H (19.145, -12.212, -1.670)  0.090
C (21.593, -6.923, 3.967)  -0.012
C (22.997, -6.824, 3.361)  -0.295
C (23.285, -5.692, 2.359)  -0.079
O (24.218, -4.839, 2.999)  0.109
C (24.300, -5.263, 4.256)  -0.537
O (25.059, -4.730, 5.156)  0.056
O (23.764, -6.409, 4.426)  0.110
H (21.665, -7.603, 4.817)  0.089
H (20.921, -7.466, 3.303)  0.058
H (21.142, -6.050, 4.439)  0.098
H (23.293, -7.790, 2.953)  0.158
H (22.318, -5.252, 2.116)  0.126
H (23.605, -6.110, 1.405)  0.119
C (17.515, -9.902, -7.754)  -0.015
C (18.338, -8.654, -7.415)  -0.311
C (19.801, -8.904, -7.143)  -0.101
O (20.470, -8.026, -8.086)  0.018
C (19.509, -7.382, -8.893)  -0.463
O (19.873, -6.512, -9.682)  0.122
O (18.268, -7.800, -8.554)  0.079
H (16.681, -9.537, -8.352)  0.086
H (17.088, -10.325, -6.844)  0.055
H (17.968, -10.701, -8.341)  0.091
H (17.924, -8.044, -6.613)  0.153
H (20.010, -9.939, -7.414)  0.116
H (19.960, -8.692, -6.086)  0.107
C (16.158, -4.839, -1.339)  0.001
C (17.361, -4.602, -2.300)  -0.280
C (17.072, -5.088, -3.754)  -0.096
O (17.758, -4.197, -4.614)  0.102
C (17.897, -3.080, -3.915)  -0.553
O (18.364, -2.054, -4.400)  0.123
O (17.462, -3.231, -2.652)  0.083
H (16.421, -4.308, -0.425)  0.077
H (15.923, -5.877, -1.102)  0.071
H (15.232, -4.489, -1.795)  0.084
H (18.297, -5.046, -1.960)  0.114
H (16.018, -5.275, -3.957)  0.127
H (17.589, -6.040, -3.870)  0.116
C (12.960, -12.355, -0.998)  -0.017
C (13.530, -12.448, -2.386)  -0.288
C (15.048, -12.327, -2.455)  -0.083
O (15.439, -13.499, -3.113)  0.109
C (14.505, -14.353, -3.221)  -0.607
O (14.634, -15.459, -3.749)  0.115
O (13.385, -13.826, -2.750)  0.083
H (11.874, -12.443, -1.026)  0.089
H (13.206, -11.357, -0.635)  0.070
H (13.345, -13.151, -0.360)  0.101
H (12.933, -11.947, -3.148)  0.151
H (15.570, -12.177, -1.509)  0.131
H (15.254, -11.456, -3.077)  0.113

## Properties
highest occupied orbital energy (spin up / spin down) = -8.820 / -8.820 eV
E_LUMO (spin up / spin down) = 1.0514 / -4.7417 eV
charge = -1
⟨S²⟩ = 0.766
2S+1 = 2

***

No. 5
C6H14FN2O2Rb as an isolated structure. Source: the Open Molecules 2025 dataset; level of theory: ωB97M-V with the def2-TZVPD basis set.

Each line ends with the Löwdin charge.
Cartesian coordinates (Å):
Rb (-1.218, 1.230, 3.635)  0.901
F (-0.414, 1.164, 1.053)  -0.843
C (2.401, 2.181, -0.905)  -0.308
O (3.613, 1.913, -0.717)  -0.047
N (1.810, 3.000, -1.817)  -0.178
C (0.386, 3.375, -1.706)  -0.054
C (2.509, 3.560, -2.984)  -0.060
H (1.695, 1.719, -0.198)  0.110
H (-0.049, 3.530, -2.694)  0.076
H (0.128, 4.285, -1.164)  0.082
H (-0.094, 2.477, -1.318)  0.074
H (3.570, 3.728, -2.799)  0.079
H (2.348, 2.891, -3.829)  0.088
H (2.256, 4.584, -3.259)  0.079
C (-2.957, -2.618, 1.862)  -0.297
O (-3.078, -1.401, 2.196)  -0.066
N (-1.780, -3.229, 1.592)  -0.157
C (-1.665, -4.638, 1.131)  -0.049
C (-0.509, -2.468, 1.747)  -0.034
H (-3.773, -3.356, 1.808)  0.135
H (-1.681, -5.293, 2.002)  0.082
H (-0.740, -4.888, 0.613)  0.083
H (-2.421, -4.997, 0.432)  0.083
H (0.023, -2.612, 2.687)  0.083
H (0.240, -2.748, 1.006)  0.086
H (-0.601, -1.388, 1.628)  0.050

## Properties
highest occupied orbital energy = -8.326 eV
E_LUMO = -0.5889 eV

***

No. 6
C27H29F3N7PdSb as an isolated structure. Source: the Open Molecules 2025 dataset; level of theory: ωB97M-V with the def2-TZVPD basis set.

Each line ends with the Löwdin charge.
Cartesian coordinates (Å):
Pd (0.294, -0.424, -0.855)  0.670
C (3.807, 2.937, -3.263)  -0.015
N (3.555, 1.711, -2.505)  -0.125
C (4.676, 1.029, -1.859)  -0.010
C (2.325, 1.191, -2.358)  -0.390
N (2.078, 0.114, -1.673)  0.047
N (1.311, 1.897, -2.996)  0.176
C (-0.029, 1.576, -3.115)  -0.460
N (-0.680, 2.277, -4.060)  0.198
N (-0.588, 0.680, -2.370)  0.027
H (4.857, 3.187, -3.164)  0.100
H (3.238, 3.782, -2.869)  0.103
H (3.603, 2.806, -4.329)  0.106
H (5.599, 1.508, -2.164)  0.099
H (4.726, -0.016, -2.170)  0.104
H (4.602, 1.088, -0.770)  0.103
H (2.891, -0.235, -1.186)  0.064
H (1.614, 2.689, -3.537)  0.120
H (-0.207, 2.870, -4.719)  0.126
H (-1.678, 2.195, -4.153)  0.128
H (-1.555, 0.515, -2.609)  0.067
N (0.650, -2.898, -2.593)  0.148
C (1.109, -3.230, -1.364)  -0.366
C (1.621, -4.526, -1.141)  0.003
C (2.055, -4.882, 0.102)  -0.028
C (1.994, -3.945, 1.147)  -0.049
C (1.490, -2.712, 0.864)  -0.150
N (1.036, -2.338, -0.360)  -0.030
H (0.812, -3.533, -3.355)  0.115
H (0.432, -1.942, -2.814)  0.055
H (1.658, -5.224, -1.967)  0.125
H (2.447, -5.875, 0.276)  0.126
H (2.339, -4.178, 2.143)  0.118
H (1.442, -1.946, 1.621)  0.077
F (-5.801, 4.201, 0.148)  0.107
C (-4.912, 3.218, 0.268)  -0.265
C (-4.121, 3.173, 1.403)  0.024
C (-3.195, 2.149, 1.523)  -0.114
C (-3.074, 1.194, 0.511)  -0.405
C (-3.889, 1.264, -0.617)  -0.130
C (-4.820, 2.283, -0.746)  0.011
Sb (-1.658, -0.321, 0.729)  1.570
C (-2.340, -1.602, 2.224)  -0.385
C (-3.459, -1.225, 2.965)  -0.097
C (-3.906, -2.036, 3.997)  0.025
C (-3.226, -3.211, 4.254)  -0.263
F (-3.653, -3.991, 5.244)  0.107
C (-2.127, -3.619, 3.519)  0.020
C (-1.687, -2.805, 2.489)  -0.117
C (0.008, 0.721, 1.561)  -0.405
C (0.395, 1.918, 0.945)  -0.155
C (1.598, 2.529, 1.267)  -0.002
C (2.409, 1.927, 2.208)  -0.274
F (3.579, 2.498, 2.506)  0.092
C (2.045, 0.767, 2.871)  0.018
C (0.839, 0.172, 2.539)  -0.131
H (-4.239, 3.926, 2.170)  0.135
H (-2.567, 2.109, 2.405)  0.114
H (-3.831, 0.508, -1.393)  0.096
H (-5.478, 2.356, -1.601)  0.131
H (-3.990, -0.306, 2.749)  0.099
H (-4.769, -1.773, 4.593)  0.135
H (-1.646, -4.559, 3.752)  0.132
H (-0.847, -3.129, 1.888)  0.080
H (-0.281, 2.410, 0.253)  0.097
H (1.902, 3.470, 0.827)  0.127
H (2.690, 0.359, 3.638)  0.134
H (0.532, -0.719, 3.078)  0.105

## Properties
highest occupied orbital energy = -13.892 eV
E_LUMO = -6.3824 eV
charge = +2

***

no.,E (eV)
1,-9909.692
2,-28819.987
3,-141562.625
4,-213717.346
5,-16896.513
6,-57057.414